Record 1
{"formula": "C3H4N2O3", "method": "ωB97M-V/def2-TZVPD", "lumo_ev": -0.31, "total_charge": 0, "smiles": "O=c1[nH]c(O)c(O)[nH]1", "spin_multiplicity": 1, "relative_energy_ev": 4.9112, "homo_energy_ev": -9.33, "elements": ["O", "C", "N", "C", "O", "C", "O", "N", "H", "H", "H", "H"], "xyz": [[2.91138, 0.18077, -0.13315], [1.72029, 0.07663, -0.13959], [0.77633, 1.10186, -0.06587], [-0.62255, 0.80441, 0.31579], [-1.61404, 1.80197, -0.12193], [-0.64934, -0.53238, 0.56652], [-1.82489, -1.25023, -0.32426], [0.75440, -1.03527, 0.04093], [1.25790, 2.03947, 0.25571], [-2.33013, 0.91409, -0.51800], [-1.54636, -2.10497, -0.00955], [1.16701, -1.99636, 0.13340]]}

=====

Record 2
{"formula": "C3H4N2O3", "method": "ωB97M-V/def2-TZVPD", "lumo_ev": 0.60, "total_charge": 0, "smiles": "O/N=C1/CON=CO1", "spin_multiplicity": 1, "relative_energy_ev": 5.0382, "homo_energy_ev": -9.83, "elements": ["O", "N", "C", "C", "O", "N", "C", "O", "H", "H", "H", "H"], "xyz": [[-2.61591, -0.36454, -0.08939], [-1.76828, 0.72875, -0.02025], [-0.55062, 0.37131, -0.10661], [0.60513, 1.28520, 0.07197], [1.77532, 0.63722, -0.44806], [1.99386, -0.60393, 0.08217], [0.91752, -1.29708, 0.07937], [-0.30774, -0.92937, -0.41460], [-2.12205, -1.20868, -0.07387], [0.31193, 2.17010, -0.53266], [0.80367, 1.56865, 1.11783], [0.95717, -2.35762, 0.33409]]}

=====

Record 3
{"formula": "C3H4N2O3", "method": "ωB97M-V/def2-TZVPD", "lumo_ev": -0.25, "total_charge": 0, "smiles": "COC1=NOC=NO1", "spin_multiplicity": 1, "relative_energy_ev": 6.8825, "homo_energy_ev": -9.99, "elements": ["C", "O", "C", "N", "O", "C", "N", "O", "H", "H", "H", "H"], "xyz": [[2.15976, 0.19124, 0.04889], [1.35281, -0.93892, -0.16311], [0.06634, -0.47042, -0.20566], [-0.18903, 0.81391, -0.48533], [-1.68564, 1.15351, 0.15423], [-2.44058, 0.07845, 0.02099], [-2.19654, -1.18940, -0.33878], [-0.83654, -1.48966, 0.21628], [2.36827, 0.81510, -0.74164], [3.25746, -0.15159, 0.56773], [1.69779, 0.94538, 0.76837], [-3.55412, 0.24240, 0.15803]]}

=====

Record 4
{"formula": "C3H4N2O3", "method": "ωB97M-V/def2-TZVPD", "lumo_ev": [-0.82, -0.15], "total_charge": 0, "spin_multiplicity": 1, "relative_energy_ev": 4.4577, "homo_energy_ev": [-9.41, -8.30], "elements": ["C", "C", "C", "N", "N", "O", "O", "O", "H", "H", "H", "H"], "xyz": [[0.02579, -0.05572, -0.85088], [-0.27799, -2.00953, 0.29146], [-0.74526, -0.90394, 1.07365], [1.42433, 0.49298, -0.58894], [-0.77435, 0.25488, 0.31423], [0.14882, -1.42055, -0.91567], [-0.23341, -3.20431, 0.53815], [1.93804, 0.63602, 0.57979], [-0.36073, 0.59666, -1.60388], [-1.23174, -1.13691, 2.01170], [2.18695, 0.13199, -1.15243], [-0.57895, 1.09599, 0.81111]]}

=====

Record 5
{"formula": "C3H4N2O3", "method": "ωB97M-V/def2-TZVPD", "lumo_ev": -1.18, "total_charge": 0, "spin_multiplicity": 1, "relative_energy_ev": 5.5539, "homo_energy_ev": -9.52, "elements": ["C", "C", "C", "N", "N", "O", "O", "O", "H", "H", "H", "H"], "xyz": [[-0.48972, 0.56159, -0.24225], [1.09362, 2.07324, -0.98342], [-0.10227, -0.90383, 0.49388], [0.55456, 2.58000, 0.68072], [-0.15429, 1.57989, 1.03926], [-1.31815, 0.81268, -0.86291], [1.57976, 2.98231, -1.52288], [0.89496, 0.83443, -1.09466], [0.94857, -1.16469, 0.16470], [-0.83829, -1.52698, 0.09310], [-0.22859, -0.83456, 1.66423], [0.46778, 3.50811, 0.98277]]}

=====

Record 6
{"formula": "C3H4N2O3S", "method": "ωB97M-V/def2-TZVPD", "lumo_ev": 0.30, "total_charge": 0, "smiles": "O=[N+]([O-])OC1=NCCS1", "spin_multiplicity": 1, "relative_energy_ev": 4.8995, "homo_energy_ev": -9.34, "elements": ["O", "N", "O", "O", "C", "N", "C", "C", "S", "H", "H", "H", "H"], "xyz": [[2.98189, 0.70865, -1.08838], [2.72926, 0.44371, 0.03072], [2.96961, 0.98527, 1.03693], [1.98048, -0.82369, 0.16832], [0.59736, -0.56014, 0.23787], [0.16192, 0.63456, 0.32126], [-1.28850, 0.67563, 0.21973], [-1.73061, -0.66483, -0.34381], [-0.46089, -1.89490, 0.01324], [-1.53278, 1.50773, -0.43414], [-1.72226, 0.60259, 1.21724], [-2.71144, -1.06205, -0.05650], [-1.97403, -0.55253, -1.32246]]}

=====

Record 7
{"formula": "C3H4N2O4S", "method": "ωB97M-V/def2-TZVPD", "lumo_ev": [-1.80, -0.98], "total_charge": 0, "smiles": "[O-][N+]1=C=NCC1.O=S(=O)=O", "spin_multiplicity": 1, "relative_energy_ev": 5.1389, "homo_energy_ev": [-8.79, -9.85], "elements": ["O", "N", "C", "N", "C", "C", "H", "H", "H", "H", "O", "S", "O", "O"], "xyz": [[-0.52207, 1.44450, -0.31405], [0.56094, 0.97642, 0.02173], [1.40631, 1.51956, 0.91483], [2.16785, 0.64919, 1.48034], [1.91704, -0.66011, 0.94806], [1.12299, -0.29178, -0.40290], [1.22059, -1.28103, 1.62572], [2.96661, -1.06059, 0.82438], [1.81221, -0.11244, -1.18939], [0.28603, -1.07131, -0.75385], [-3.74869, 0.69396, -1.86810], [-3.21947, 0.00884, -0.79097], [-3.98072, -0.07653, 0.42116], [-1.98961, -0.73870, -0.91695]]}

=====

Record 8
{"formula": "C3H4N2OS", "method": "ωB97M-V/def2-TZVPD", "lumo_ev": [-2.81, -2.94], "total_charge": 0, "spin_multiplicity": 1, "relative_energy_ev": 6.5330, "homo_energy_ev": [-8.32, -8.31], "elements": ["C", "C", "C", "N", "N", "O", "S", "H", "H", "H", "H"], "xyz": [[0.28584, 0.58211, -0.07954], [-0.65474, -0.58461, -0.09844], [1.61470, 0.14928, 0.16899], [-0.12143, 1.72486, -0.26983], [-1.93329, -0.21271, -0.01690], [-2.42930, 0.99786, -0.00485], [-0.18162, -2.09721, -0.51650], [2.22388, 0.38258, -0.65430], [1.88347, -0.78524, 0.55059], [1.93656, 0.84249, 0.88995], [-2.62407, -0.99939, 0.03082]]}

=====

Record 9
{"formula": "C3H4N2OS", "method": "ωB97M-V/def2-TZVPD", "lumo_ev": -0.18, "total_charge": 0, "smiles": "[H]/N=C/N(C=O)C=S", "spin_multiplicity": 1, "relative_energy_ev": 1.5601, "homo_energy_ev": -8.84, "elements": ["H", "N", "C", "N", "C", "O", "C", "S", "H", "H", "H"], "xyz": [[-3.02712, -0.65485, 1.99125], [-2.06461, -0.53200, 1.83420], [-1.80606, -0.30693, 0.60912], [-0.45938, -0.09587, 0.19940], [0.54959, -0.10355, 1.24409], [1.77595, -0.20897, 1.11930], [-0.20931, 0.26964, -1.12449], [1.17348, 0.47385, -1.87075], [-2.48774, -0.36345, -0.26563], [0.12841, -0.05590, 2.29407], [-1.13419, 0.40444, -1.64964]]}

=====

Record 10
{"formula": "C3H4N2OS", "method": "ωB97M-V/def2-TZVPD", "lumo_ev": [-0.90, -1.09], "total_charge": 0, "spin_multiplicity": 1, "relative_energy_ev": 5.4832, "homo_energy_ev": [-8.89, -8.38], "elements": ["C", "C", "C", "N", "N", "O", "S", "H", "H", "H", "H"], "xyz": [[0.62014, -1.26325, -0.20745], [1.51209, -0.18008, -0.37398], [-0.61845, -0.65467, -0.04000], [-0.50803, 0.67354, -0.04809], [0.81180, 0.93886, -0.21105], [-3.48372, 0.99369, 0.02363], [-3.86657, -0.53157, -0.34628], [1.03259, -2.18290, -0.50600], [2.49186, -0.31336, -0.72584], [1.15827, 1.88317, -0.26570], [-2.63942, 1.20669, 0.47097]]}